No. 1
Below is a cluster of 8 separate species, C27H54BNO24 in total in a non-equilibrium geometry, with properties calculated with ωB97M-V/def2-TZVPD.

orbital gap	9.727	eV
net charge	0
SMILES	CCOB(O)[C@H]1CCNC1=O.COC(=O)OC.COC(=O)OC.COC(=O)OC.COC(=O)OC.COC(=O)OC.COC(=O)OC.COC(=O)OC
LUMO level	0.337	eV

Geometry (Å):
C (-2.137075, -0.311757, -0.622017)
C (-2.357392, -0.669591, 0.850485)
O (-1.226227, -1.325475, 1.443283)
B (-0.252970, -0.512837, 1.960626)
O (0.610437, 0.239077, 1.171324)
C (-0.086927, -0.480113, 3.549580)
C (1.071542, 0.389928, 4.089151)
C (0.477498, 1.837260, 4.079365)
N (-0.878607, 1.655999, 3.535321)
C (-1.269665, 0.390194, 3.975388)
O (-2.276244, 0.096659, 4.596387)
H (-2.691800, 0.591552, -0.864318)
H (-2.558256, -1.101513, -1.239880)
H (-1.083985, -0.214951, -0.858067)
H (-3.173639, -1.386661, 0.897361)
H (-2.688511, 0.189574, 1.434396)
H (1.496600, -0.091946, 1.352399)
H (-0.178756, -1.490806, 3.937318)
H (1.272429, 0.044073, 5.097387)
H (1.933235, 0.370793, 3.430400)
H (1.110218, 2.519591, 3.524182)
H (0.351614, 2.178390, 5.107807)
H (-1.536832, 2.407036, 3.685260)
C (7.130648, -0.598005, -0.716638)
O (6.268287, -1.694566, -1.042712)
C (5.094823, -1.675850, -0.425823)
O (4.717578, -0.833452, 0.353252)
O (4.393662, -2.737394, -0.810233)
C (3.138931, -2.864666, -0.139200)
H (8.040482, -0.745677, -1.289717)
H (6.671633, 0.346739, -1.000586)
H (7.369132, -0.597813, 0.345365)
H (2.509205, -1.995819, -0.324249)
H (3.290538, -3.000037, 0.930793)
H (2.649499, -3.746739, -0.539821)
C (-4.317074, 1.310338, 6.350118)
O (-5.724836, 1.565575, 6.232485)
C (-6.130185, 2.692107, 6.804839)
O (-5.436182, 3.483454, 7.388496)
O (-7.448023, 2.803181, 6.621890)
C (-8.020042, 3.980412, 7.191490)
H (-4.124093, 0.375168, 5.849468)
H (-3.745086, 2.099249, 5.869427)
H (-4.036219, 1.226349, 7.399465)
H (-7.588840, 4.873771, 6.743563)
H (-7.874550, 3.996267, 8.269990)
H (-9.082870, 3.942613, 6.970854)
C (8.510146, -0.960665, 6.712637)
O (8.303435, -1.132866, 5.308905)
C (7.024568, -1.223974, 4.952034)
O (6.073659, -1.169080, 5.687334)
O (6.956496, -1.374426, 3.631916)
C (5.608940, -1.499401, 3.159649)
H (9.584439, -0.902215, 6.859176)
H (8.046624, -0.039036, 7.059121)
H (8.114579, -1.809879, 7.266241)
H (5.034130, -0.611477, 3.416160)
H (5.141728, -2.383282, 3.592949)
H (5.630543, -1.585087, 2.076693)
C (-2.366945, 2.743957, -5.360879)
O (-2.370446, 1.686728, -6.327347)
C (-2.394679, 0.471442, -5.761266)
O (-2.409047, 0.255716, -4.580013)
O (-2.385857, -0.450563, -6.718106)
C (-2.397796, -1.801335, -6.238711)
H (-2.330356, 3.672230, -5.924203)
H (-3.274973, 2.719590, -4.762328)
H (-1.491320, 2.675350, -4.719193)
H (-3.300006, -1.993535, -5.662031)
H (-1.514070, -2.003078, -5.637549)
H (-2.386354, -2.437182, -7.118665)
C (3.000326, 0.672380, 7.131196)
O (1.677173, 0.127695, 7.124058)
C (0.907933, 0.533703, 8.132446)
O (1.231996, 1.290301, 9.008361)
O (-0.286285, -0.041090, 7.997236)
C (-1.225721, 0.309629, 9.015418)
H (3.512072, 0.260444, 6.265940)
H (2.966934, 1.757450, 7.047899)
H (3.535566, 0.380577, 8.031923)
H (-1.417722, 1.380788, 9.008768)
H (-0.864604, 0.000173, 9.994209)
H (-2.142579, -0.223582, 8.782579)
C (1.272887, -0.740134, -7.863037)
O (2.465351, -1.470528, -8.152027)
C (2.353948, -2.782973, -7.957111)
O (1.368668, -3.356975, -7.573190)
O (3.519855, -3.348996, -8.258864)
C (3.543826, -4.768333, -8.093202)
H (1.489060, 0.306225, -8.057036)
H (0.457887, -1.062507, -8.508403)
H (0.993993, -0.860110, -6.817321)
H (2.813867, -5.243586, -8.745450)
H (3.351102, -5.037356, -7.056557)
H (4.542280, -5.092000, -8.371213)
C (-3.771794, 1.381760, -8.816668)
O (-4.191096, 1.564301, -10.178400)
C (-5.507392, 1.553274, -10.351438)
O (-6.335004, 1.408430, -9.490049)
O (-5.760153, 1.731226, -11.649549)
C (-7.149596, 1.740457, -11.978751)
H (-2.690403, 1.410008, -8.818997)
H (-4.153924, 2.185380, -8.193545)
H (-4.106600, 0.419425, -8.444821)
H (-7.660506, 2.555304, -11.469371)
H (-7.612674, 0.789991, -11.720606)
H (-7.209215, 1.891636, -13.052603)

Forces on atoms 1 to 2 (eV/Å):
C -0.4322 -0.2668 0.2407
C -0.2869 -0.4767 -0.7211

Löwdin atomic charge list, values in e, 4 entries: number 1, C, carries -0.05; number 2, C, carries -0.21; number 3, O, carries 0.08; number 4, B, carries -0.61



No. 2
Below is a cluster of 2 separate species, C10H15NO2 in total in a non-equilibrium geometry, with properties calculated with ωB97M-V/def2-TZVPD.

orbital gap	8.931	eV
net charge	0
SMILES	Cc1ccc(O)cc1.CCC(N)=O
LUMO level	0.598	eV

Geometry (Å):
C (1.606182, -1.680538, -0.225420)
C (1.032228, -3.101601, -0.241570)
C (2.002753, -1.164751, -1.636573)
O (2.561347, -1.776108, -2.464782)
N (1.569494, 0.130086, -1.820166)
H (1.070551, -1.062250, 0.385287)
H (2.498432, -1.753642, 0.504066)
H (0.219118, -3.039822, -0.786634)
H (1.930731, 0.789808, -2.483908)
H (1.075776, 0.494556, -1.010998)
H (0.682322, -3.454534, 0.794560)
H (1.788561, -3.744702, -0.865208)
C (-2.636681, -0.063949, -0.832218)
C (-1.728975, 0.795434, -0.014622)
C (-1.443430, 0.320167, 1.320801)
C (-0.938857, 1.838842, -0.519892)
C (-0.575633, 0.957795, 2.143726)
C (-0.208222, 2.663072, 0.331000)
C (0.017697, 2.189122, 1.670732)
O (0.694379, 3.004640, 2.468983)
H (-2.944306, 0.626333, -1.714914)
H (-3.501906, -0.649583, -0.259617)
H (-2.018077, -0.570106, 1.750732)
H (-1.154931, 2.207826, -1.520981)
H (-0.335769, 0.598723, 3.173766)
H (0.109950, 3.677233, 0.018302)
H (0.690672, 2.585533, 3.331510)
H (-2.063397, -0.817595, -1.495975)

Forces on atoms 1 to 2 (eV/Å):
C 3.3533 -2.5708 0.5580
C 4.1898 -0.7273 1.7913

Löwdin atomic charge list, values in e, 4 entries: number 1, C, carries -0.17; number 2, C, carries -0.09; number 3, C, carries -0.56; number 4, O, carries 0.09



no.,HOMO energy (Ha)
1,-0.34509
2,-0.30621